Below is 10 unconnected molecules or ions with the total composition C31H62Cl6O7 in a non-equilibrium geometry, with properties calculated with wB97M-V/def2-TZVPD.

Geometry as XYZ:
```
106
C31H62Cl6O7 wB97M-V/def2-TZVPD
C 3.6916 2.7793 -0.0873
C 5.0678 2.7916 0.5271
C 4.8560 3.5442 1.8665
O 3.4747 3.2941 2.2328
C 2.8158 2.6103 1.1785
H 3.6028 1.9316 -0.7667
H 3.4358 3.7169 -0.5808
H 5.7384 3.3917 -0.0880
H 5.4579 1.7816 0.6522
H 4.9899 4.6003 1.6324
H 5.5744 3.2550 2.6336
H 1.8133 3.0271 1.0822
H 2.7066 1.5434 1.3737
C -2.2608 -3.8792 -0.7794
C -2.0987 -3.9711 0.7182
C -1.1879 -5.1778 0.9758
O -0.4419 -5.2353 -0.2342
C -1.0204 -4.5548 -1.3429
H -2.4877 -2.8458 -1.0415
H -3.1851 -4.3839 -1.0606
H -3.0464 -3.9717 1.2567
H -1.6651 -3.0574 1.1246
H -1.7037 -6.1313 1.0892
H -0.5496 -4.9590 1.8317
H -1.3271 -5.1875 -2.1758
H -0.2979 -3.8344 -1.7265
C -5.2205 -1.8630 -0.6806
C -5.5869 -2.1837 0.7804
C -7.0676 -2.0873 0.8186
O -7.4071 -1.1467 -0.2626
C -6.2345 -0.7882 -1.0163
H -5.2889 -2.7943 -1.2428
H -4.1912 -1.5541 -0.8626
H -5.1457 -1.5581 1.5563
H -5.2911 -3.1849 1.0936
H -7.4470 -1.7639 1.7879
H -7.4545 -3.0890 0.6314
H -5.8558 0.2163 -0.8276
H -6.4890 -0.9892 -2.0570
C 0.2889 1.3946 -0.7150
C -1.0785 1.3533 -1.2847
C -1.5280 -0.1241 -1.0430
O -0.3218 -0.8187 -0.6916
C 0.8032 0.0084 -0.9700
H 0.2615 1.3989 0.3746
H 0.9422 2.1937 -1.0654
H -1.0162 1.7047 -2.3146
H -1.7782 2.0446 -0.8149
H -1.9439 -0.6683 -1.8910
H -2.2826 -0.0839 -0.2575
H 1.0082 -0.1424 -2.0299
H 1.6876 -0.3559 -0.4475
C -2.5877 2.7484 4.4884
C -1.9855 2.9170 3.1236
C -0.5635 2.4701 3.2105
O -0.4846 1.7685 4.4674
C -1.4345 2.3476 5.3771
H -3.3268 1.9500 4.5541
H -3.1513 3.5846 4.9023
H -2.0326 3.9638 2.8234
H -2.5464 2.3678 2.3674
H 0.1584 3.2867 3.2023
H -0.3129 1.8468 2.3521
H -1.0119 3.1838 5.9342
H -1.7596 1.6532 6.1519
C 1.6284 1.7564 -4.7587
C 2.8320 2.5191 -4.2280
C 3.5503 2.8629 -5.5699
O 2.5115 2.6056 -6.5512
C 1.2591 2.5055 -5.9688
H 0.7564 1.8379 -4.1098
H 1.7992 0.6933 -4.9281
H 3.4571 1.8416 -3.6464
H 2.5417 3.4145 -3.6784
H 4.4492 2.2615 -5.7056
H 3.8843 3.8965 -5.4792
H 0.5276 1.8840 -6.4851
H 0.8717 3.5177 -5.8525
C 5.4316 -2.9351 -1.6599
C 4.7727 -1.6060 -1.5410
C 5.5657 -0.8002 -0.5034
O 6.4936 -1.7712 0.0210
C 6.0864 -3.1228 -0.2828
H 6.2313 -2.8422 -2.3947
H 4.7667 -3.7719 -1.8741
H 3.7390 -1.6693 -1.2012
H 4.5913 -1.1034 -2.4910
H 4.8779 -0.2883 0.1697
H 6.0824 -0.0037 -1.0390
H 5.3405 -3.4849 0.4247
H 6.9534 -3.7698 -0.1496
C -5.1929 2.8660 0.7300
Cl -5.7943 1.8462 2.0379
Cl -5.2194 4.6006 1.1320
H -4.1821 2.5480 0.4745
H -5.7838 2.8170 -0.1845
C -1.7524 -1.0646 3.7883
Cl -2.7005 -0.7300 2.2939
Cl -1.3988 -2.8176 3.9189
H -0.8284 -0.4868 3.8082
H -2.4363 -0.7804 4.5881
C 1.2809 -2.7613 1.4537
Cl 1.7118 -1.1084 1.9064
Cl 2.5627 -3.7211 0.6995
H 0.9117 -3.2259 2.3681
H 0.5437 -2.6943 0.6536
```

E_tot	-4506.00742	Eh
HOMO-LUMO gap	0.3634	hartree
relative energy (zero: lowest compared OMol25 entry of this formula, charge and spin)	155.0	kJ/mol



Below is 2 unconnected molecules or ions with the total composition C47H48N3O in a non-equilibrium geometry, with properties calculated with wB97M-V/def2-TZVPD.

Geometry as XYZ:
```
99
C47H48N3O wB97M-V/def2-TZVPD
C -7.1957 2.3784 -3.4888
C -5.7802 2.5456 -3.0533
C -4.7693 2.7178 -3.9860
C -3.4468 2.8574 -3.6038
C -2.3941 3.0805 -4.6300
C -3.1217 2.7832 -2.2456
N -1.7379 2.7572 -1.8297
C -0.7290 1.9076 -2.2294
C -0.8167 0.8678 -3.2827
C -1.8594 -0.0991 -3.2957
C -1.9199 -1.0076 -4.4705
C -2.7770 -0.3007 -2.1967
C -2.3753 -0.1494 -0.8572
C -3.2297 -0.4385 0.1781
C -4.5291 -0.8377 -0.0822
C -4.9672 -0.9455 -1.3912
C -4.1054 -0.6996 -2.4330
O 0.0432 0.8667 -4.1788
N 0.4206 2.2542 -1.5560
C 1.7818 1.8190 -1.7844
C 2.1326 0.4700 -1.6696
C 1.1317 -0.5575 -1.2889
C 3.4386 0.0870 -1.9168
C 4.4172 1.0077 -2.2498
C 5.8185 0.5605 -2.4911
C 4.0584 2.3411 -2.3583
C 2.7581 2.7601 -2.1368
C 2.4209 4.2022 -2.2639
C 0.0925 3.2865 -0.6856
C -1.2050 3.6124 -0.8775
C -4.1367 2.6635 -1.2893
C -3.8286 2.6942 0.1637
C -5.4485 2.5433 -1.7085
H -7.8656 2.2564 -2.6361
H -7.5341 3.2459 -4.0567
H -7.3117 1.4984 -4.1224
H -5.0211 2.7415 -5.0316
H -1.4637 3.4149 -4.1725
H -2.1789 2.1610 -5.1730
H -2.6946 3.8410 -5.3510
H -2.5531 -1.8768 -4.2825
H -2.3059 -0.4872 -5.3472
H -0.9180 -1.3773 -4.6954
H -1.3876 0.2195 -0.6529
H -2.8855 -0.3353 1.1952
H -5.2051 -1.0343 0.7356
H -5.9938 -1.2055 -1.5949
H -4.4610 -0.7442 -3.4481
H 1.5803 -1.5465 -1.2048
H 0.6758 -0.3150 -0.3314
H 0.3448 -0.6309 -2.0348
H 3.7032 -0.9536 -1.8547
H 6.4969 1.4069 -2.6096
H 6.1833 -0.0420 -1.6578
H 5.8842 -0.0469 -3.3948
H 4.8054 3.0675 -2.6279
H 3.1847 4.7432 -2.8232
H 1.4717 4.3359 -2.7819
H 2.3402 4.6684 -1.2824
H 0.7653 3.7565 0.0117
H -1.7400 4.4124 -0.3960
H -4.5976 2.1872 0.7458
H -2.8795 2.2038 0.3731
H -3.7605 3.7200 0.5242
H -6.2252 2.4193 -0.9742
C 2.7681 0.8581 6.3180
C 2.2260 -0.5138 6.2656
N 1.4057 -1.0426 7.2118
C 1.0263 -2.3359 6.8553
C 1.6542 -2.6494 5.6373
C 1.3328 -3.8497 4.9903
C 0.4452 -4.7152 5.5831
C -0.1620 -4.3999 6.7997
C 0.1157 -3.2159 7.4394
C 2.4352 -1.4831 5.2557
C 3.0738 -1.2540 4.0174
C 3.4232 -2.2520 3.0570
C 3.8510 -3.5460 3.4206
C 4.0787 -4.5059 2.4667
C 3.9102 -4.2162 1.1161
C 4.1094 -5.2683 0.0847
C 3.5392 -2.9287 0.7422
C 3.3093 -1.9616 1.6845
H 3.3993 1.0832 5.4593
H 1.9597 1.5861 6.3442
H 3.3663 0.9945 7.2167
H 1.0350 -0.5568 8.0274
H 1.7358 -4.0693 4.0194
H 0.2037 -5.6437 5.0929
H -0.8777 -5.0811 7.2286
H -0.3722 -2.9422 8.3570
H 3.1677 -0.2280 3.7045
H 3.9879 -3.7804 4.4617
H 4.3842 -5.4982 2.7550
H 3.9671 -4.8664 -0.9204
H 5.1185 -5.6786 0.1416
H 3.3991 -6.0861 0.2208
H 3.4144 -2.7012 -0.3014
H 2.9753 -0.9837 1.3881
```

E_tot	-2059.05127	Eh
net charge	+1
HOMO-LUMO gap	0.0931	hartree
relative energy (zero: lowest compared OMol25 entry of this formula, charge and spin)	0.0	kJ/mol



Below is a molecular structure, C8H7NO6Sr in a non-equilibrium geometry, with properties calculated with wB97M-V/def2-TZVPD.

Geometry as XYZ:
```
23
C8H7NO6Sr wB97M-V/def2-TZVPD
O -0.0019 0.1782 -6.2103
C -0.0014 0.1790 -5.0650
Sr 0.0022 0.1816 -2.1622
O -1.8760 -2.9835 -2.0695
C -1.3073 -2.0188 -2.2857
C 1.3077 2.3865 -2.2838
O 1.8821 3.3572 -2.0839
C -2.2074 1.4839 -2.2792
O -3.1736 2.0619 -2.0821
C 2.2011 -1.1274 -2.2832
O 3.1680 -1.7005 -2.0787
C 0.4086 1.1250 2.8751
N -0.0096 -0.1919 2.4393
C -0.3129 -1.2429 3.4294
C -0.1185 -0.4379 1.0886
O 0.1196 0.4037 0.2123
H 0.4396 1.1441 3.9648
H -0.2970 1.8894 2.5095
H 1.4067 1.3611 2.4705
H -1.3522 -1.5894 3.3099
H 0.3420 -2.1148 3.2708
H -0.1664 -0.8462 4.4424
H -0.4533 -1.4982 0.8708
```

E_tot	-845.40358	Eh
net charge	+2
HOMO-LUMO gap	0.2869	hartree
relative energy (zero: lowest compared OMol25 entry of this formula, charge and spin)	0.0	kJ/mol



Below is a molecular structure, C11H16N2O5Sm in a non-equilibrium geometry, with properties calculated with wB97M-V/def2-TZVPD.

Geometry as XYZ:
```
35
C11H16N2O5Sm wB97M-V/def2-TZVPD
Sm 0.8246 -1.2155 1.2241
C -1.6121 -0.6388 1.1437
O -2.6278 -0.1004 1.3576
C -0.6447 -2.5478 2.8496
O -1.4558 -3.1155 3.4576
C -0.2588 0.0984 3.1833
O -1.1121 0.3558 3.9275
C -0.5883 -3.0963 0.3356
O -1.4744 -3.8391 0.3041
C 2.9235 -2.5579 2.4244
H 3.2564 -2.8615 1.4195
H 3.3503 -1.6220 2.8155
C 2.2257 -3.3924 3.2164
H 2.0329 -3.1774 4.2673
H 1.9270 -4.3913 2.9003
C -1.2682 -0.7548 -2.3358
N -0.9703 0.6767 -2.1102
C -2.0352 1.5928 -2.4882
C 0.0488 1.0384 -1.2876
O 0.5324 0.1645 -0.4611
N 0.5696 2.2778 -1.2715
C 0.2944 3.2717 -2.3101
C 1.4517 2.6874 -0.1679
H -1.8033 -0.8222 -3.2901
H -1.8909 -1.1973 -1.5388
H -0.3682 -1.3816 -2.4284
H -2.1190 2.4379 -1.8007
H -1.8944 2.0094 -3.4931
H -2.9897 1.0646 -2.4637
H -0.6052 3.8505 -2.0962
H 1.1299 3.9591 -2.3568
H 0.1548 2.8431 -3.3079
H 0.9596 2.5110 0.8040
H 2.3877 2.1148 -0.1216
H 1.6490 3.7579 -0.3005
```

E_tot	-1571.30254	Eh
net charge	+3
HOMO-LUMO gap (spin up / spin down)	0.1932 / 0.2163	hartree
⟨S²⟩	8.760
multiplicity	6
relative energy (zero: lowest compared OMol25 entry of this formula, charge and spin)	0.0	kJ/mol



Below is a molecular structure, CHFI2S in a non-equilibrium geometry, with properties calculated with wB97M-V/def2-TZVPD.

Geometry as XYZ:
```
6
CHFI2S wB97M-V/def2-TZVPD
C 0.4605 -0.1810 0.1978
F 0.4736 -0.3533 1.4240
S -0.4230 1.1885 -0.5654
I 2.2999 0.9121 -0.3559
I -3.1818 -0.5045 -0.3207
H 0.3707 -1.0618 -0.3797
```

E_tot	-1132.05905	Eh
HOMO-LUMO gap (spin up / spin down)	0.2228 / 0.2227	hartree
relative energy (zero: lowest compared OMol25 entry of this formula, charge and spin)	178.9	kJ/mol



Q: Which of these has the highest relative energy (zero: lowest compared OMol25 entry of this formula, charge and spin)?
A: CHFI2S